Formula: C54H120ClN6
Source: the Open Molecules 2025 dataset
Level of theory: wB97M-V/def2-TZVPD

For the largest force on an atom, the calculation gives 2.7 eV/Å. Its total charge is +5. The lowest unoccupied orbital energy is -0.338 hartree. For the energy above the lowest of the compared OMol25 structures with the same formula, charge and spin, the calculation gives 2.172 eV.

```
181
Properties=species:S:1:pos:R:3:forces:R:3:mulliken_charge:R:1
C 1.415 0.815 -5.380 -0.95 0.12 0.02 -1.36
C 2.325 0.894 -4.219 2.10 0.51 1.68 -0.42
C 1.966 1.957 -3.081 1.34 -0.75 -0.81 -0.39
N 3.148 2.329 -2.068 0.21 -1.31 0.74 0.53
C 2.652 3.275 -0.978 -0.41 0.88 -0.48 -0.12
C 2.241 4.676 -1.524 1.06 -0.26 0.53 -0.79
C 3.350 5.338 -2.416 -0.41 -2.27 -0.22 -0.84
C 3.893 4.297 -3.426 0.14 -0.19 -0.12 -0.82
C 4.344 2.971 -2.772 -1.44 0.61 -0.33 -0.64
C 3.640 1.079 -1.252 -0.66 0.59 -0.53 -1.11
H 1.573 1.697 -6.001 -0.43 -0.16 -0.22 0.45
H 0.387 0.745 -5.024 -0.23 -0.08 -0.60 0.02
H 1.737 -0.087 -5.899 -0.52 0.16 -0.43 0.45
H 3.251 1.116 -4.749 0.54 0.72 0.66 0.42
H 2.578 -0.107 -3.870 -0.55 -0.07 0.75 0.03
H 1.107 1.665 -2.477 0.20 -0.20 0.24 0.25
H 1.693 2.852 -3.640 0.18 0.19 0.45 0.61
H 1.829 2.797 -0.447 -0.26 -0.19 -0.31 -0.12
H 3.430 3.365 -0.220 0.42 0.02 -0.35 0.49
H 1.238 4.594 -1.942 0.15 0.18 -0.54 0.23
H 2.142 5.317 -0.648 -0.18 -0.05 0.16 0.60
H 2.941 6.184 -2.967 0.39 0.17 0.35 0.40
H 4.243 5.528 -1.820 -0.40 0.85 0.37 0.35
H 3.159 4.125 -4.213 0.21 -0.08 -0.18 0.28
H 4.800 4.698 -3.879 -0.12 0.08 -0.28 0.49
H 4.689 2.215 -3.477 0.23 0.32 -0.02 0.53
H 5.104 3.214 -2.029 -0.05 -0.40 0.16 0.48
H 4.546 1.285 -0.682 -0.11 0.69 -0.16 0.38
H 3.897 0.207 -1.854 -0.41 0.31 -0.48 0.47
H 2.830 0.862 -0.555 -0.04 -0.24 -0.13 0.24
C 1.424 -2.047 -1.161 -0.03 0.15 -0.67 -0.27
C 2.389 -3.133 -0.749 1.07 0.05 0.54 0.77
C 3.254 -3.730 -1.895 -0.45 0.74 1.05 -1.50
N 4.600 -4.345 -1.517 -1.01 -1.21 -0.72 0.35
C 4.232 -5.629 -0.641 1.40 1.64 1.00 -0.59
C 5.454 -6.515 -0.403 -0.27 -0.05 -1.46 -0.66
C 5.948 -6.968 -1.807 1.00 -0.14 1.00 -0.59
C 6.356 -5.841 -2.717 -1.30 1.62 -0.09 -0.75
C 5.186 -4.790 -2.857 1.33 -0.64 -0.35 -0.65
C 5.553 -3.357 -0.855 -0.71 -1.27 -0.01 -0.87
H 0.754 -2.319 -1.977 -0.23 -0.22 0.14 0.54
H 1.993 -1.197 -1.539 -0.02 0.14 0.02 -0.60
H 0.871 -1.694 -0.291 -0.16 0.05 -0.17 -0.27
H 1.897 -3.906 -0.157 -0.08 -0.24 -0.31 0.40
H 3.006 -2.603 -0.023 0.52 -0.21 0.14 -0.18
H 3.491 -2.953 -2.622 -0.14 -0.04 -0.13 0.54
H 2.627 -4.507 -2.331 0.48 -0.03 -0.41 0.41
H 3.370 -6.135 -1.075 0.31 0.07 -0.42 0.40
H 3.916 -5.163 0.293 -0.20 -0.11 0.08 0.38
H 5.152 -7.379 0.189 -0.13 -0.04 -0.10 0.38
H 6.248 -6.041 0.174 -0.09 0.34 -0.08 0.30
H 5.167 -7.591 -2.243 0.29 -0.21 -0.19 0.28
H 6.906 -7.475 -1.690 -0.46 -0.92 0.17 0.38
H 6.688 -6.190 -3.695 -0.61 -0.12 -0.20 0.42
H 7.266 -5.337 -2.391 -0.07 0.12 0.54 0.39
H 4.361 -5.156 -3.468 0.04 -0.31 0.22 0.45
H 5.566 -3.908 -3.371 -0.10 0.22 0.18 0.44
H 6.546 -3.807 -0.822 -0.16 -0.01 0.03 0.49
H 5.177 -3.216 0.158 0.22 0.37 -0.12 0.32
H 5.602 -2.456 -1.466 -0.22 -0.03 0.17 0.21
C 0.447 -2.602 7.426 -0.15 0.54 -0.58 -1.39
C 1.527 -2.001 6.495 0.24 0.84 0.64 -0.26
C 1.306 -0.464 6.104 1.11 -1.09 -0.93 -0.06
N 2.427 0.097 5.146 2.34 0.10 -0.36 0.03
C 2.863 -0.882 3.981 -0.83 1.90 -0.19 -0.09
C 3.822 -0.232 2.946 -0.77 0.35 0.69 -1.08
C 3.335 1.151 2.476 0.12 0.47 -0.59 0.95
C 3.022 2.144 3.623 0.88 -0.51 0.15 -1.46
C 2.026 1.538 4.567 -0.82 -2.15 -0.27 -0.24
C 3.751 0.347 5.930 -1.46 0.44 0.45 -1.07
H 0.424 -2.037 8.359 -0.18 -0.25 0.04 0.40
H 0.595 -3.664 7.617 0.55 0.16 0.16 0.40
H -0.540 -2.598 6.963 -0.20 0.43 -0.02 0.22
H 1.646 -2.641 5.621 -0.23 0.32 -0.32 0.25
H 2.465 -2.113 7.040 0.17 0.23 -0.04 0.39
H 1.317 0.294 6.887 -0.10 -0.56 0.46 0.60
H 0.348 -0.397 5.590 0.09 0.25 -0.34 -0.19
H 1.914 -1.010 3.460 -0.04 -0.51 -0.10 -0.09
H 3.287 -1.827 4.319 -0.32 0.29 0.59 0.64
H 3.811 -0.994 2.167 0.09 0.27 -0.45 0.03
H 4.864 -0.136 3.254 -0.10 -0.25 0.43 0.49
H 2.501 1.095 1.776 -0.55 -0.33 0.33 -0.51
H 4.106 1.582 1.838 0.33 0.11 0.20 0.39
H 2.547 3.075 3.313 0.04 -0.08 -0.48 0.55
H 3.955 2.459 4.092 -0.01 -0.03 0.21 0.38
H 1.188 1.319 3.906 -0.47 -0.20 0.24 0.02
H 1.651 2.162 5.378 0.45 -0.18 0.22 0.63
H 3.461 1.119 6.643 0.33 -0.21 0.36 0.41
H 4.534 0.786 5.311 -0.33 -0.38 -0.21 0.47
H 4.094 -0.560 6.426 -0.17 0.10 -0.12 0.33
C -8.026 -2.301 -3.994 0.70 0.51 -0.07 -1.28
C -6.734 -1.448 -4.241 0.09 -1.74 -1.10 -0.42
C -5.833 -1.551 -3.051 1.11 1.16 0.83 -0.85
N -4.497 -0.756 -3.155 0.44 2.21 -0.50 0.67
C -3.767 -1.070 -4.522 -0.50 -1.76 1.27 -1.06
C -2.350 -0.577 -4.674 0.24 1.23 0.46 -1.31
C -1.502 -0.817 -3.383 -1.31 1.11 -0.85 0.09
C -2.246 -0.296 -2.098 0.91 -1.95 -0.13 1.81
C -3.582 -1.000 -1.927 -0.54 -0.14 -1.82 -1.49
C -4.748 0.781 -3.165 -0.23 -1.29 -1.04 -1.04
H -8.839 -1.623 -3.731 -0.14 -0.41 0.00 0.35
H -7.851 -3.034 -3.206 -0.08 0.21 0.31 0.37
H -8.264 -2.928 -4.852 -0.18 0.50 -0.17 0.38
H -6.920 -0.494 -4.735 -0.15 0.25 0.70 0.36
H -6.136 -1.994 -4.971 -0.36 -0.09 -0.55 0.29
H -5.521 -2.589 -2.937 -0.06 -0.01 0.11 0.50
H -6.267 -1.200 -2.115 -0.13 -0.01 0.07 0.37
H -3.693 -2.157 -4.482 -0.19 -0.26 -0.03 0.50
H -4.466 -0.869 -5.334 0.23 0.51 0.20 0.67
H -1.914 -0.985 -5.586 -0.04 -0.68 0.20 0.64
H -2.355 0.474 -4.964 0.01 0.40 0.45 0.42
H -1.309 -1.887 -3.303 -0.07 -0.07 0.26 0.36
H -0.539 -0.318 -3.495 -0.04 -0.04 0.16 -0.69
H -1.624 -0.764 -1.336 0.01 0.57 0.61 -0.54
H -2.270 0.773 -1.885 0.13 -0.12 -0.41 -0.61
H -3.441 -2.081 -1.926 0.06 -0.07 0.21 0.49
H -4.140 -0.694 -1.042 -0.07 0.03 -0.09 0.61
H -5.188 1.119 -2.227 0.18 -0.13 -0.05 0.29
H -5.414 0.982 -4.004 -0.23 -0.02 0.26 0.50
H -3.812 1.265 -3.443 -0.07 -0.03 0.51 0.46
C -3.030 0.946 4.929 -0.55 2.46 1.05 -1.70
C -2.699 0.233 3.670 0.61 -1.92 0.98 1.23
C -2.825 -1.246 4.121 -0.59 -0.44 -2.31 -1.36
N -2.445 -2.260 2.941 0.89 0.16 1.23 0.48
C -0.893 -2.209 2.820 0.07 -0.77 -1.02 -0.44
C -0.379 -3.367 1.914 -1.52 0.19 0.10 -0.23
C -0.903 -4.721 2.397 -0.42 0.77 0.12 -1.01
C -2.434 -4.809 2.582 0.68 -0.03 -1.26 -0.89
C -2.928 -3.673 3.401 -0.13 0.88 0.47 -0.52
C -3.112 -1.883 1.634 -0.42 -0.42 0.43 -1.26
H -4.027 0.733 5.316 0.04 -0.28 0.02 0.48
H -3.038 2.027 4.792 -0.20 0.20 -0.39 0.37
H -2.320 0.904 5.756 0.17 -0.84 -0.08 0.31
H -1.668 0.436 3.381 -0.08 0.14 -0.38 -0.08
H -3.400 0.469 2.870 0.14 -0.02 0.02 -0.07
H -3.861 -1.473 4.373 -0.16 0.01 -0.29 0.59
H -2.287 -1.515 5.030 0.58 0.04 -0.39 0.34
H -0.475 -2.226 3.827 -0.20 -0.21 0.08 0.23
H -0.596 -1.287 2.320 -0.39 0.36 0.21 0.04
H 0.700 -3.466 1.790 0.08 0.61 0.47 0.45
H -0.761 -3.128 0.921 0.02 -0.12 -0.30 0.19
H -0.535 -4.744 3.423 0.50 -0.91 0.03 0.28
H -0.484 -5.473 1.729 -0.19 -0.38 0.52 0.52
H -2.672 -5.752 3.076 -0.12 0.11 0.12 0.43
H -3.029 -4.797 1.669 0.41 -0.32 -0.44 0.38
H -2.605 -3.829 4.431 0.00 0.53 0.13 0.46
H -4.016 -3.641 3.361 0.02 0.20 0.24 0.44
H -4.164 -1.683 1.836 0.02 0.08 0.22 0.53
H -3.111 -2.738 0.958 0.33 0.02 0.13 0.58
H -2.676 -1.016 1.139 0.40 -0.03 0.37 0.13
C -2.187 8.149 -2.765 0.34 -0.59 0.95 -1.34
C -2.387 7.348 -1.392 -0.01 -1.13 -1.19 -0.19
C -2.495 5.769 -1.585 0.29 1.59 -0.14 -1.02
N -2.705 4.915 -0.319 -0.78 -0.53 0.46 0.67
C -4.014 5.418 0.477 2.16 -0.25 0.51 -0.68
C -4.503 4.389 1.492 -1.30 -0.94 -1.18 -0.87
C -4.740 3.012 0.885 2.02 -0.15 -0.49 -0.82
C -3.376 2.506 0.310 -0.62 0.02 -0.85 1.15
C -2.845 3.416 -0.833 0.07 1.25 1.05 -0.88
C -1.467 4.920 0.640 -0.68 0.14 -1.61 -1.09
H -1.467 7.669 -3.427 -0.05 -0.24 0.01 0.34
H -1.761 9.134 -2.573 -0.05 -0.06 0.36 0.40
H -3.098 8.351 -3.328 -0.16 -0.42 0.25 0.38
H -3.318 7.706 -0.954 0.32 0.10 0.39 0.26
H -1.515 7.438 -0.744 -0.20 0.79 0.12 0.32
H -1.577 5.429 -2.065 0.20 -0.18 0.25 0.44
H -3.272 5.592 -2.328 -0.41 -0.43 0.47 0.37
H -4.685 5.860 -0.260 -0.18 -0.49 0.15 0.52
H -3.609 6.189 1.132 -0.08 0.57 -0.60 0.33
H -5.514 4.643 1.811 0.32 0.86 0.52 0.51
H -3.810 4.287 2.327 -0.17 0.30 0.09 0.31
H -5.443 3.053 0.053 -0.22 0.09 0.07 0.36
H -5.124 2.320 1.635 0.02 0.01 -0.03 0.56
H -3.556 1.498 -0.062 0.22 -0.07 -0.47 -0.73
H -2.558 2.354 1.014 -0.21 0.22 0.35 -0.09
H -3.412 3.479 -1.762 -0.58 -0.10 0.36 0.27
H -1.828 3.189 -1.153 0.06 -0.38 0.30 0.38
H -0.668 4.556 -0.006 0.19 0.06 0.25 0.29
H -1.588 4.219 1.466 -0.30 0.21 -0.19 0.43
H -1.238 5.931 0.979 -0.30 -0.10 -0.03 0.45
Cl -0.161 0.966 0.516 0.13 -0.04 0.06 -0.81
```
Forces are in eV/Å.